1.
Density functional theory data (ωB97M-V/def2-TZVPD) for a structure of composition C25H41F3O2P2Tm.

Calculated values
**2S+1**: 3
**LUMO (alpha / beta)**: -3.28 / -3.25 eV
**Energy relative to the best compared isomer or geometry (same formula, charge and spin)**: 1.1975 eV
**Total charge**: +1
**Frontier orbital gap (alpha / beta)**: 7.515 / 7.542 eV

Geometry (Å):
Tm  1.40938  -0.29222  0.69942
C  -0.56788  -1.12690  2.25350
C  -0.18294  -2.22692  1.41242
C  1.62518  -1.68795  2.77258
C  0.55558  -0.77682  3.06758
C  1.17090  -2.58044  1.73734
C  -1.96208  -0.74825  2.57015
H  -2.60268  -0.76452  1.68178
H  -2.01014  0.25196  3.01688
H  -2.41847  -1.44308  3.29810
C  0.52226  0.14351  4.22317
H  -0.22048  0.93835  4.08147
H  1.49977  0.61328  4.37823
H  0.26277  -0.41230  5.13831
C  2.84466  -1.82470  3.60187
H  2.56732  -1.93338  4.66215
H  3.49214  -0.93842  3.51893
H  3.43024  -2.70072  3.30055
C  1.91072  -3.78005  1.28178
H  1.67609  -4.63447  1.93584
H  2.99367  -3.61592  1.33191
H  1.65424  -4.07695  0.25950
C  -1.10715  -3.00997  0.56157
H  -1.09697  -4.06870  0.85994
H  -0.84471  -2.96471  -0.50645
H  -2.14156  -2.65446  0.66129
C  -3.65147  3.54777  -0.14330
C  -4.70565  3.45743  -0.95938
C  -4.85046  2.63095  -2.19273
C  -3.55744  2.01684  -2.82536
C  -3.28600  0.67802  -2.28721
C  -3.25118  0.46440  -0.94643
C  -2.40111  1.31657  -0.04318
C  -2.32958  2.86358  -0.32909
H  -5.35790  3.21639  -2.97674
H  -2.69296  2.69821  -2.70226
H  -5.58796  1.82503  -2.00038
H  -1.82352  3.14842  -1.27648
H  -3.70468  4.14417  0.78786
H  -5.62148  3.97483  -0.66925
H  -1.64756  3.24755  0.44491
H  -2.66788  1.17282  1.03603
H  -3.51222  -0.49650  -0.47207
H  -1.34585  0.93265  -0.20762
H  -3.73084  1.96718  -3.91048
H  -2.98079  -0.11098  -2.97763
P  0.52638  0.56325  -2.07879
C  0.49583  2.29694  -2.69875
C  -0.01213  -0.11168  -3.76201
P  2.16768  -1.52782  -1.32579
C  2.35136  0.17095  -2.17171
C  1.14301  -2.67646  -2.35770
C  3.83538  -2.02503  -1.77194
H  1.02113  2.96154  -2.01834
H  -0.56151  2.61642  -2.76357
H  0.92851  2.38264  -3.69148
H  0.37163  0.48079  -4.59179
H  -1.11080  -0.05853  -3.80546
H  0.23810  -1.14937  -4.00234
H  3.92248  -1.83388  -2.84173
H  3.94849  -3.08403  -1.53197
H  4.52855  -1.39789  -1.20546
H  2.96133  0.87169  -1.55712
H  2.83592  0.09025  -3.15820
H  1.19111  -3.67436  -1.89723
H  1.54500  -2.76838  -3.37663
H  0.07523  -2.42395  -2.43452
F  3.15254  3.61515  2.89763
C  3.70591  2.38347  2.97469
F  5.04412  2.48146  2.85844
F  3.43125  1.91693  4.23241
C  3.04389  1.41743  1.91305
O  1.82927  1.69839  1.61995
O  3.63704  0.40353  1.39738

2.
Density functional theory data (ωB97M-V/def2-TZVPD) for a structure of composition C25H41GeN3O3SW.

Calculated values
**2S+1**: 2
**LUMO (alpha / beta)**: -2.96 / -3.61 eV
**Energy relative to the best compared isomer or geometry (same formula, charge and spin)**: 2.4549 eV
**Total charge**: +1
**Frontier orbital gap (alpha / beta)**: 6.650 / 7.211 eV

Geometry (Å):
W  0.22682  -0.56275  0.14317
C  -0.75960  -0.88000  -3.56467
C  -0.24033  0.41258  -2.95308
C  -1.30150  1.49554  -2.98402
C  1.01896  0.92076  -3.63779
O  0.13290  0.14001  -1.56535
Ge  -1.43389  1.77735  0.70147
O  1.20638  0.39914  1.40719
C  2.34808  1.28940  1.55373
C  2.91049  1.03506  2.94142
C  3.36332  0.93432  0.47766
C  1.87370  2.72448  1.41177
O  -1.15826  -1.53366  0.89411
C  -1.90598  -1.92791  2.09121
C  -1.91953  -0.75941  3.05983
C  -3.29815  -2.33144  1.65011
C  -1.16959  -3.12144  2.68457
H  -1.36236  -0.64884  -4.44352
H  0.04928  -1.54228  -3.86851
H  -1.39824  -1.40481  -2.85357
H  -1.30903  1.94936  -3.97568
H  -2.29574  1.10013  -2.77892
H  -1.07525  2.28045  -2.26510
H  0.79598  1.14059  -4.68240
H  1.36353  1.84155  -3.16347
H  1.81790  0.18572  -3.60571
H  3.14712  -0.02186  3.06620
H  3.82505  1.61197  3.08180
H  2.19514  1.33066  3.70994
H  3.79370  -0.05308  0.65009
H  2.89880  0.94777  -0.51133
H  4.16932  1.66901  0.47643
H  1.02577  2.91959  2.06891
H  2.68144  3.40165  1.69154
H  1.58972  2.95129  0.38089
H  -2.59201  0.03307  2.72346
H  -2.26399  -1.09960  4.03702
H  -0.91184  -0.35753  3.19033
H  -3.83347  -1.50473  1.18592
H  -3.24735  -3.16354  0.94745
H  -3.86147  -2.65689  2.52499
H  -0.28325  -2.80356  3.23299
H  -1.82360  -3.65609  3.37343
H  -0.86707  -3.80801  1.89359
C  2.49019  -2.97175  2.36840
C  3.10624  -3.17363  1.01128
C  4.24649  -3.95570  0.88864
C  4.83339  -4.17655  -0.34594
C  4.28939  -3.59967  -1.47839
C  3.15297  -2.80266  -1.40475
C  2.60417  -2.17704  -2.65054
C  2.56048  -2.60406  -0.15245
N  1.41617  -1.81918  -0.02555
H  3.26321  -2.97983  3.13663
H  1.79464  -3.78142  2.59680
H  1.94488  -2.03279  2.44089
H  4.67728  -4.39621  1.77986
H  5.71539  -4.79840  -0.42360
H  4.74937  -3.76272  -2.44587
H  2.41924  -2.93319  -3.41544
H  3.31971  -1.46242  -3.06321
H  1.67567  -1.65566  -2.45245
C  -6.57134  4.78294  -0.69659
C  -5.17144  4.27950  -0.57738
C  -4.06471  5.13215  -0.63257
C  -2.81377  4.57813  -0.48360
N  -2.66035  3.26344  -0.30428
C  -3.78649  2.52698  -0.25091
S  -3.40008  0.84769  0.02553
N  -5.01906  2.96072  -0.38804
H  -6.60277  5.81483  -1.03880
H  -7.05697  4.72188  0.27896
H  -7.13611  4.14911  -1.37852
H  -4.18488  6.19298  -0.79562
H  -1.91279  5.17850  -0.52059

3.
Density functional theory data (ωB97M-V/def2-TZVPD) for a structure of composition C25H42BrNOP2Pd.

Calculated values
**2S+1**: 3
**LUMO (alpha / beta)**: -6.12 / -8.76 eV
**Energy relative to the best compared isomer or geometry (same formula, charge and spin)**: 0.0000 eV
**Total charge**: +2
**Frontier orbital gap (alpha / beta)**: 7.499 / 4.762 eV

Geometry (Å):
N  -1.40863  1.02610  -10.12479
C  -1.84702  -0.18123  -9.76523
C  -1.54442  -0.74083  -8.51439
C  -0.80194  0.01658  -7.57933
C  -0.38428  1.30812  -7.97470
C  -0.68065  1.75103  -9.27404
C  -0.54056  -0.50139  -6.24716
Pd  0.35700  -1.45729  0.74455
P  -2.60992  0.59068  5.69138
C  -0.66892  0.25691  -5.13555
C  -0.50590  -0.21947  -3.78718
C  -0.71678  0.69919  -2.72943
C  -0.60327  0.29340  -1.40094
C  -0.18578  -1.02071  -1.18130
C  -0.04170  -1.98774  -2.17043
C  -0.16517  -1.56611  -3.50345
Br  -0.12494  -2.45433  2.97250
H  -0.28555  -1.55435  -6.17725
H  -0.97045  1.29952  -5.23029
H  -1.92854  -1.72728  -8.25115
H  0.17056  1.95723  -7.29681
H  -2.46078  -0.73686  -10.48131
H  -0.31856  2.72711  -9.61657
H  -0.97038  1.73481  -2.96118
H  0.00464  -2.27857  -4.31320
H  -0.81946  0.94982  -0.55641
H  0.17922  -3.01270  -1.88131
P  2.14332  -0.16269  0.92011
C  -3.67462  -0.28238  4.47063
C  -5.15852  -0.00276  4.71981
H  -3.44681  -1.35335  4.57217
H  -3.35855  0.04847  3.47061
H  -5.76821  -0.79368  4.27033
H  -5.38758  0.03169  5.79426
H  -5.47850  0.94612  4.27299
C  -2.11323  2.05849  4.70042
C  -1.73993  3.26218  5.56574
H  -2.97436  2.29114  4.05664
H  -1.26921  1.73956  4.07158
H  -1.79876  4.18030  4.96990
H  -2.41793  3.37537  6.42293
H  -0.71364  3.18661  5.94821
C  -1.06748  -0.40642  5.60574
C  -0.96374  -1.33137  6.81531
H  -0.22942  0.30630  5.57647
H  -1.06476  -0.98048  4.65717
H  0.07359  -1.65689  6.95017
H  -1.28842  -0.81652  7.73052
H  -1.57153  -2.23553  6.69165
C  3.34754  -0.82385  2.11844
C  4.82092  -0.71339  1.71736
H  3.03488  -1.85620  2.33196
H  3.15891  -0.25693  3.04168
H  5.06844  -1.38591  0.88746
H  5.08819  0.31628  1.44708
H  5.45608  -0.99706  2.56424
C  1.58495  1.40494  1.64993
C  1.59286  2.60392  0.70530
H  2.22997  1.57267  2.52461
H  0.57479  1.18507  2.03088
H  2.58459  3.07203  0.64494
H  1.26352  2.34193  -0.30793
H  0.89918  3.35707  1.09496
C  2.97839  0.17149  -0.66867
C  3.36783  -1.13711  -1.34800
H  3.84819  0.82069  -0.46185
H  2.27585  0.76022  -1.27589
H  3.17365  -1.09186  -2.42789
H  4.43231  -1.36541  -1.21489
H  2.79034  -1.99467  -0.95673
O  1.77704  -3.81348  0.01376
H  1.98534  -4.57806  -0.54406
H  1.80674  -4.16818  0.92494

F_max in hartree/bohr, matching the order above: 0.069 0.041 0.078